Entry from the OMol25 dataset: a molecular structure, C42H36BiCl3N5OP (wB97M-V/def2-TZVPD).

Summary:
Spin multiplicity ... 1
Total charge ... +2
Orbital gap ... 7.461 eV

Each line ends with the natural charge from an NBO analysis.
Atoms and positions in Å:
C -2.87594 0.50141 1.63468  -0.295
H -2.96145 -1.79116 4.13790  0.225
N 1.47075 0.25338 -1.80784  -0.589
C -3.03965 -3.75866 -2.29277  -0.112
C -3.76466 2.33417 -1.33752  -0.208
C -3.21026 0.56889 -3.41193  -0.202
H -3.96015 3.05994 -0.55833  0.225
H -1.04365 3.64045 -1.08154  0.212
C 2.51509 -0.37888 -2.35510  0.237
H 0.40958 2.01133 -1.60548  0.215
H 4.78141 -4.77579 2.68037  0.248
H 0.86334 -4.26362 -0.68569  0.238
C 2.39077 -3.59672 0.61798  0.208
Cl 5.70129 4.39764 2.42055  0.049
C -1.12352 3.89349 -0.02979  -0.247
H -0.52829 -0.63886 3.16941  0.397
H -2.65483 -2.06994 0.59357  0.212
C 2.88327 1.65542 1.88951  -0.098
C -0.98391 5.54030 1.71601  -0.185
C -2.49346 0.49954 -2.22477  -0.227
H 3.05132 3.49795 2.98122  0.254
C 2.08324 2.25964 -2.93545  -0.179
C 0.56078 -2.63320 -2.49662  -0.274
H -1.14307 -2.04375 2.65363  0.394
C -4.18319 0.97592 1.77238  -0.185
H -5.27094 -0.95149 4.32623  0.240
C -4.20994 1.51823 -3.55684  -0.173
C -4.60821 -0.54169 3.57630  -0.161
C 3.48294 -4.33768 1.02804  -0.223
H 1.69352 -1.88701 3.31249  0.202
H -6.05189 0.85060 2.80581  0.240
H -1.70073 -0.23383 -2.12443  0.199
H -3.76830 -4.30594 -2.87550  0.248
H 3.97774 -5.00469 0.33541  0.241
H -2.98034 -0.10672 -4.22544  0.222
Cl 5.56256 -0.21253 -0.36152  0.011
H 1.88478 3.30308 -3.13206  0.238
H -0.77552 6.55298 2.03331  0.235
C -2.44761 -0.50036 2.50753  0.100
H -5.24394 3.16148 -2.64144  0.236
C 3.43796 0.69917 1.03277  0.338
C 5.46246 2.06592 1.07818  -0.223
H -2.00739 2.56953 2.96626  0.217
H 3.59514 -3.19322 4.20813  0.250
H -4.53696 1.75900 1.11649  0.227
H 4.20341 -0.27352 -3.66417  0.245
C -1.74390 -3.60852 -2.75677  -0.234
H -0.53117 5.92604 -0.34614  0.229
H 2.47220 -4.32870 -1.40027  0.221
H -4.38682 -3.29408 -0.67266  0.249
O 2.79949 -0.37327 0.61559  -0.947
C -1.67764 3.29670 2.23339  -0.227
C 2.20108 -2.61704 2.69226  0.081
C 1.26171 1.54608 -2.08767  0.040
P -1.78012 1.21634 0.34905  0.790
H 3.82120 2.12657 -4.19147  0.247
H -4.76943 1.58062 -4.48038  0.235
C 3.92825 -4.20779 2.33509  -0.107
H -1.43801 -4.03494 -3.70289  0.243
C -2.77083 1.36661 -1.16957  -0.294
N -1.09883 -1.05160 2.43352  -0.890
C -1.40153 4.59456 2.64044  -0.196
C 3.37176 0.26438 -3.22918  -0.225
H -1.52373 4.86882 3.67951  0.232
C 2.75865 -1.81070 -1.94245  -0.285
H 3.52208 -1.81298 -1.16180  0.281
C -0.83466 -2.90031 -1.98881  0.208
C -3.38664 -3.20300 -1.07054  -0.224
N 1.75625 -2.75487 1.44159  -0.553
C -4.48069 2.40472 -2.52082  -0.196
C -5.04524 0.46440 2.72528  -0.196
C 3.53995 2.79007 2.32731  -0.239
C 1.81292 -3.73037 -0.76476  -0.263
C -0.84464 5.18773 0.37971  -0.184
N -1.16260 -2.37465 -0.80392  -0.557
Bi 0.61800 -0.79417 0.28816  2.028
H 0.88785 -3.45577 -3.14141  0.224
H 0.54213 -1.73275 -3.11352  0.245
H 3.12904 -2.38681 -2.79711  0.218
C -2.41862 -2.52401 -0.35941  0.061
C 3.15697 1.60227 -3.51780  -0.126
C 3.27337 -3.33349 3.18653  -0.231
C -1.54721 2.93679 0.89425  -0.282
N 1.53331 -2.42882 -1.40760  -0.505
C 4.76754 0.95026 0.65744  -0.098
C 4.84071 2.99085 1.90605  -0.037
Cl 1.23070 1.37477 2.41963  0.015
C -3.31235 -1.01541 3.46757  -0.230
H 6.48595 2.21527 0.76466  0.256

Cartesian forces, eV/Å:
-0.029 0.035 -0.032
0.001 -0.003 0.008
-0.063 0.086 0.054
-0.038 -0.014 -0.005
0.038 0.035 -0.017
0.013 0.017 0.037
0.011 0.000 0.024
-0.014 0.009 0.002
0.008 -0.051 0.041
0.017 -0.032 -0.015
0.005 0.000 0.000
0.003 -0.020 0.005
-0.057 0.045 -0.017
-0.013 -0.026 -0.008
-0.002 -0.002 -0.009
-0.021 0.049 -0.003
0.003 -0.004 -0.004
-0.126 -0.073 -0.023
0.008 -0.018 0.015
0.016 -0.044 -0.025
-0.003 -0.002 0.002
-0.003 -0.014 -0.007
-0.036 0.006 0.014
0.010 0.000 0.025
-0.043 0.004 0.000
-0.001 0.001 0.005
-0.005 0.009 0.023
0.001 0.005 -0.008
0.017 -0.011 0.015
-0.018 -0.003 0.008
-0.007 -0.005 -0.003
-0.010 0.015 0.005
-0.005 0.002 -0.005
0.002 -0.001 -0.006
-0.003 -0.009 -0.002
0.004 0.062 0.038
-0.003 0.005 -0.006
0.002 0.005 -0.001
0.066 -0.058 0.033
-0.011 -0.002 0.001
0.051 0.120 -0.030
0.032 0.036 0.006
-0.012 0.016 -0.010
-0.005 -0.001 0.006
0.004 0.003 -0.011
-0.002 0.002 0.003
0.004 -0.020 -0.019
0.000 0.004 -0.004
0.020 0.005 0.002
-0.006 0.001 0.009
-0.290 -0.165 0.076
-0.017 -0.029 0.011
-0.026 0.043 -0.035
-0.022 -0.019 0.024
0.080 -0.037 -0.018
0.007 0.005 0.004
-0.001 0.002 -0.007
0.010 -0.011 0.010
0.002 0.003 -0.006
-0.064 0.034 0.017
-0.004 0.067 -0.017
0.003 0.015 -0.032
0.014 0.018 -0.031
0.009 -0.004 0.012
-0.030 0.017 -0.020
-0.030 -0.002 -0.001
0.061 0.041 0.052
0.004 -0.016 -0.016
-0.042 -0.057 -0.046
0.011 -0.019 -0.022
0.029 -0.009 0.002
-0.041 -0.030 0.000
0.012 -0.008 -0.008
-0.015 -0.023 -0.008
-0.081 0.023 -0.046
0.499 -0.022 0.007
0.001 -0.003 -0.005
-0.013 0.001 0.005
0.021 -0.007 -0.006
0.076 -0.017 -0.012
0.011 0.008 -0.019
0.016 0.002 0.007
0.013 -0.043 0.064
-0.104 -0.011 0.030
0.027 -0.023 -0.050
0.057 -0.004 -0.009
0.070 0.109 0.011
-0.058 0.002 -0.027
0.002 0.004 0.000